15
Properties=species:S:1:pos:R:3 method="wB97M-V/def2-TZVPD" fmax_ev_per_a=3.17 de_lowest_ev=3.649 homo_ha=-0.4940 homo_lumo_gap_ev=7.8 multiplicity=1 charge=+1
C -0.691 -2.229 1.923
N -0.042 -1.485 2.783
H -1.623 -1.888 1.436
H -0.253 -3.196 1.591
H 0.770 -2.057 3.015
C 0.243 0.399 -0.660
C -0.908 -0.281 -0.789
C 1.257 2.461 -1.403
N 0.236 1.671 -1.282
H 1.239 0.132 -0.321
H -1.866 0.306 -1.082
H -1.021 -1.326 -0.599
H 1.088 3.441 -1.876
H 2.222 2.147 -0.967
H -0.651 1.905 -1.769

---

15
Properties=species:S:1:pos:R:3 method="wB97M-V/def2-TZVPD" fmax_ev_per_a=3.24 de_lowest_ev=4.219 homo_ha=-0.4836 homo_lumo_gap_ev=8.2 multiplicity=1 charge=+1
C 1.650 0.934 -0.208
C -1.908 1.194 0.237
C 2.697 0.319 0.091
C -1.958 -1.178 0.016
N 3.733 -0.422 -0.036
N -1.353 0.150 -0.125
H 1.589 2.037 -0.155
H 0.707 0.319 -0.476
H -1.359 2.123 0.004
H -2.893 1.242 0.895
H -2.686 -1.318 0.799
H -2.337 -1.484 -1.056
H -1.127 -1.904 0.190
H 4.228 -0.924 0.793
H 3.905 -0.893 -0.925

---

15
Properties=species:S:1:pos:R:3 method="wB97M-V/def2-TZVPD" fmax_ev_per_a=5.62 de_lowest_ev=1.918 homo_ha=-0.5206 homo_lumo_gap_ev=10.1 multiplicity=1 charge=+1 smiles="C=CN(C)C=[NH2+]"
C -0.917 -1.712 1.495
C -1.092 -1.001 0.442
N -0.173 -0.097 -0.076
C -0.067 0.117 -1.537
C 0.686 0.751 0.585
N 1.443 1.567 -0.095
H -1.744 -2.307 1.962
H 0.005 -1.684 1.963
H -2.091 -0.826 0.090
H 1.061 0.135 -1.783
H -0.537 1.083 -1.830
H -0.492 -0.780 -2.057
H 0.580 0.752 1.593
H 1.525 1.610 -1.108
H 1.815 2.393 0.355

---

Which value of multiplicity does entry 2 give? 1